# 1
A structure of composition C16H21BFMnN4. Source: OMol25; level of theory: ωB97M-V/def2-TZVPD.

XYZ file:
```
44
C16H21BFMnN4 | OMol25 | ωB97M-V/def2-TZVPD
Mn -0.296 -0.387 -0.540
B 2.050 -2.128 1.405
N 2.476 -1.549 0.025
C 3.719 -1.511 -0.466
C 3.661 -1.163 -1.806
C 2.301 -0.981 -2.046
N 1.592 -1.233 -0.944
N 1.004 -1.200 2.094
C 0.880 -1.027 3.416
C -0.324 -0.394 3.674
C -0.893 -0.228 2.411
N -0.087 -0.716 1.469
H 1.574 -3.231 1.252
H 3.036 -2.149 2.106
H 4.555 -1.746 0.171
H 4.482 -1.040 -2.491
H 1.792 -0.672 -2.944
H 1.657 -1.370 4.078
H -0.722 -0.095 4.627
H -1.822 0.233 2.116
F -6.277 -1.709 -1.788
C -4.965 -1.384 -1.565
C -4.016 -2.381 -1.586
C -2.688 -2.028 -1.355
C -2.258 -0.710 -1.108
C -3.292 0.244 -1.108
C -4.632 -0.069 -1.329
H -4.315 -3.405 -1.776
H -1.956 -2.833 -1.370
H -3.052 1.288 -0.932
H -5.408 0.687 -1.321
C 0.492 3.891 0.105
C 0.760 2.385 0.160
C 2.245 2.123 -0.081
C -0.120 1.600 -0.827
H 1.120 4.446 0.811
H -0.553 4.112 0.331
H 0.698 4.273 -0.901
H 0.531 2.050 1.180
H 2.531 2.480 -1.077
H 2.479 1.058 -0.035
H 2.871 2.638 0.654
H 0.288 1.769 -1.844
H -1.119 2.058 -0.845
```

2S+1 ... 2
Total charge ... -1
E_LUMO (spin up / spin down) ... 3.12 / 3.12 eV
HOMO level (spin up / spin down) ... -4.05 / -3.42 eV

Atom charges from the Löwdin analysis, given in e for atoms 1 to 4: 0.57, -0.42, -0.09, -0.11

***

# 2
A structure of composition C16H21Cl2Ge2Tl. Source: OMol25; level of theory: ωB97M-V/def2-TZVPD.

XYZ file:
```
42
C16H21Cl2Ge2Tl | OMol25 | ωB97M-V/def2-TZVPD
Tl 1.918 0.844 2.602
Cl 1.010 3.926 2.472
C 2.490 4.459 1.643
Cl 3.292 3.128 0.786
H 3.174 4.847 2.385
H 2.215 5.210 0.914
C -1.693 2.493 -1.715
Ge -2.060 0.983 -0.544
C -2.933 1.643 1.067
C -3.169 -0.332 -1.434
Ge 0.135 0.126 0.142
C 1.213 -0.498 -1.352
C 2.526 -0.957 -1.198
C 3.268 -1.371 -2.294
C 2.711 -1.319 -3.566
C 1.413 -0.858 -3.738
C 0.674 -0.440 -2.640
C -0.043 -1.375 1.417
C 1.044 -2.067 1.964
C 0.857 -3.100 2.873
C -0.429 -3.464 3.252
C -1.522 -2.800 2.712
C -1.330 -1.756 1.814
H -2.636 2.963 -1.999
H -1.173 2.185 -2.622
H -1.080 3.230 -1.196
H -3.871 2.128 0.788
H -2.300 2.379 1.564
H -3.159 0.842 1.771
H -4.090 0.189 -1.701
H -3.412 -1.170 -0.781
H -2.701 -0.713 -2.340
H 2.981 -1.003 -0.215
H 4.279 -1.732 -2.160
H 3.293 -1.631 -4.424
H 0.979 -0.818 -4.729
H -0.338 -0.082 -2.791
H 2.057 -1.852 1.636
H 1.711 -3.629 3.276
H -0.577 -4.268 3.962
H -2.526 -3.093 2.992
H -2.196 -1.249 1.406
```

2S+1 ... 2
Total charge ... +1
E_LUMO (spin up / spin down) ... -3.71 / -5.01 eV
HOMO level (spin up / spin down) ... -10.53 / -11.96 eV

Atom charges from the Löwdin analysis, given in e for atoms 1 to 4: 0.78, 0.47, -0.94, 0.48

***

Calculated energy relative to the best compared isomer or geometry (same formula, charge and spin) in order - 0.000; 0.098 eV
Calculated max |F| in order - 0.0082; 0.0168 hartree/bohr